Record 1
{"formula": "C3H9NO2S", "method": "ωB97M-V/def2-TZVPD", "multiplicity": 2, "charge": -1, "gap_ev": [2.6, 9.0], "e_homo_ev": [0.79, -5.55], "lumo_ha": [0.12503, 0.12820], "relative_energy_kj_mol": 47.95, "energy_ha": -723.1120, "species": ["O", "C", "N", "C", "C", "S", "H", "H", "H", "H", "H", "H", "H", "H", "H", "O"], "xyz": [[2.173, -0.810, -1.140], [1.249, -0.019, -1.262], [0.592, 0.579, -0.258], [-0.682, 1.253, -0.446], [-1.841, 0.518, 0.219], [-2.018, -1.210, -0.338], [0.877, 0.282, -2.253], [0.809, 0.233, 0.679], [-0.857, 1.330, -1.520], [-0.599, 2.265, -0.032], [-2.763, 1.017, -0.066], [-1.726, 0.497, 1.305], [-1.160, -1.750, 0.586], [1.746, -1.897, 2.082], [2.239, -1.240, 0.763], [1.963, -1.048, 1.680]]}

Record 2
{"formula": "C21H25F2OSi", "method": "ωB97M-V/def2-TZVPD", "charge": 1, "gap_ev": 5.2, "e_homo_ev": -11.01, "lumo_ha": -0.21420, "relative_energy_kj_mol": 0.00, "energy_ha": -1379.4339, "species": ["C", "Si", "C", "C", "O", "C", "C", "C", "C", "C", "H", "H", "H", "H", "H", "H", "H", "H", "H", "H", "H", "H", "H", "H", "H", "H", "F", "C", "C", "C", "C", "C", "C", "C", "C", "C", "F", "C", "C", "C", "C", "H", "H", "H", "H", "H", "H", "H", "H", "H"], "xyz": [[2.617, 1.064, 3.063], [2.032, -0.586, 2.441], [2.242, -0.818, 0.605], [2.817, -2.018, 3.333], [0.411, -0.699, 2.915], [-0.806, -0.450, 2.459], [-1.198, 0.470, 1.510], [-2.640, 0.295, 1.206], [-3.134, -0.829, 2.170], [-1.931, -1.297, 2.989], [3.596, 1.315, 2.633], [1.911, 1.866, 2.816], [2.720, 1.028, 4.157], [3.292, -1.089, 0.424], [1.620, -1.638, 0.220], [2.033, 0.082, 0.016], [3.828, -2.202, 2.946], [2.888, -1.812, 4.408], [2.225, -2.933, 3.199], [-0.635, 1.362, 1.258], [-3.228, 1.213, 1.352], [-2.782, -0.016, 0.161], [-3.915, -0.430, 2.827], [-3.569, -1.662, 1.607], [-1.728, -2.371, 2.861], [-2.091, -1.123, 4.065], [0.777, 5.441, -2.746], [0.355, 4.229, -2.269], [0.861, 3.784, -1.051], [0.530, 2.503, -0.627], [-0.298, 1.653, -1.419], [-0.460, 0.268, -1.104], [-0.593, -0.747, -2.116], [-0.944, -2.074, -1.718], [-0.941, -3.132, -2.617], [-0.612, -2.868, -3.946], [-0.555, -3.917, -4.828], [-0.301, -1.594, -4.411], [-0.279, -0.549, -3.496], [-0.902, 2.228, -2.581], [-0.544, 3.490, -3.035], [1.515, 4.414, -0.453], [0.953, 2.114, 0.302], [-0.124, -0.122, -0.139], [-1.214, -2.242, -0.674], [-1.180, -4.143, -2.299], [-0.064, -1.425, -5.460], [0.014, 0.442, -3.841], [-1.628, 1.638, -3.146], [-0.940, 3.885, -3.967]]}

Record 3
{"formula": "C4H12N2O", "method": "ωB97M-V/def2-TZVPD", "multiplicity": 2, "charge": 1, "gap_ev": [11.7, 3.5], "e_homo_ev": [-14.61, -12.77], "lumo_ha": [-0.10729, -0.34251], "relative_energy_kj_mol": 175.71, "energy_ha": -343.9956, "species": ["C", "C", "N", "H", "H", "H", "H", "H", "H", "H", "C", "C", "N", "O", "H", "H", "H", "H", "H"], "xyz": [[1.892, 0.073, 2.093], [2.906, -0.235, 0.987], [2.328, -0.141, -0.351], [0.983, -0.493, 1.908], [2.275, -0.292, 3.043], [1.706, 1.143, 2.137], [3.740, 0.473, 1.087], [3.266, -1.255, 1.108], [2.054, 0.815, -0.609], [2.997, -0.383, -1.083], [-0.935, -0.800, -0.136], [-2.041, 0.012, -0.753], [-1.748, 1.319, -1.259], [-3.160, -0.398, -0.830], [-0.011, -0.202, -0.099], [-0.699, -1.637, -0.795], [-1.271, -1.097, 0.855], [-2.009, 1.419, -2.247], [-2.351, 2.014, -0.799]]}

Record 4
{"formula": "C20H21BN6Zr", "method": "ωB97M-V/def2-TZVPD", "charge": 4, "gap_ev": [2.3, 2.3], "e_homo_ev": [-20.07, -20.07], "lumo_ha": [-0.65278, -0.65264], "energy_ha": -1173.3211, "species": ["C", "N", "N", "C", "C", "B", "N", "N", "C", "C", "C", "Zr", "N", "N", "C", "C", "C", "H", "H", "H", "H", "H", "H", "H", "H", "H", "H", "H", "C", "H", "H", "H", "C", "C", "C", "C", "C", "C", "C", "C", "C", "C", "H", "H", "H", "H", "H", "H", "H"], "xyz": [[2.822, -0.594, -0.606], [1.526, -0.582, -1.043], [1.540, -0.357, -2.399], [2.808, -0.338, -2.834], [3.627, -0.456, -1.724], [0.297, -0.147, -3.299], [-0.700, -1.242, -2.900], [-1.145, -1.526, -1.629], [-2.027, -2.574, -1.766], [-2.039, -2.981, -3.067], [-1.196, -2.141, -3.772], [-0.183, -1.195, 0.452], [-0.272, 1.321, -3.173], [-0.735, 1.633, -1.928], [-1.258, 2.853, -1.972], [-1.129, 3.390, -3.293], [-0.491, 2.346, -4.025], [-1.703, 3.247, -1.081], [-0.202, 2.175, -5.057], [-1.479, 4.341, -3.633], [0.668, -0.412, -4.440], [-0.944, -2.082, -4.813], [3.008, -0.171, -3.893], [-2.604, -3.806, -3.491], [4.702, -0.416, -1.721], [-2.533, -3.000, -0.896], [3.053, -0.777, 0.460], [-2.098, -1.424, 0.902], [-1.658, -2.365, 1.427], [-1.869, -3.295, 0.810], [-0.491, -2.516, 1.608], [-1.905, -2.215, 2.476], [2.017, 0.008, 5.002], [2.211, -0.699, 3.799], [1.354, -0.478, 2.713], [0.317, 0.490, 2.793], [-0.557, 0.743, 1.660], [-1.575, 1.683, 1.784], [-1.729, 2.437, 2.993], [-0.915, 2.198, 4.089], [0.113, 1.210, 4.034], [0.992, 0.944, 5.114], [2.686, -0.177, 5.846], [3.039, -1.408, 3.703], [1.569, -1.030, 1.742], [-2.266, 1.843, 0.948], [-2.501, 3.217, 3.054], [-1.020, 2.799, 5.011], [0.876, 1.524, 6.038]]}

Record 5
{"formula": "C7H7N2O2", "method": "ωB97M-V/def2-TZVPD", "charge": 1, "gap_ev": 9.0, "e_homo_ev": -13.30, "lumo_ha": -0.15867, "relative_energy_kj_mol": 212.42, "energy_ha": -530.5245, "species": ["C", "C", "C", "C", "C", "C", "C", "N", "N", "O", "O", "H", "H", "H", "H", "H", "H", "H"], "xyz": [[1.776, 0.633, -0.136], [-0.436, -1.141, -0.097], [1.911, -0.799, 0.360], [-0.562, 1.063, 0.577], [-2.759, -0.665, 0.072], [0.794, 1.485, 0.714], [0.866, -1.735, -0.257], [2.431, 1.000, -1.118], [-1.630, -1.239, -0.109], [2.719, -1.135, 1.165], [-1.712, 1.203, 0.577], [-3.331, -0.346, -0.785], [-3.295, -0.852, 0.993], [1.089, 1.360, 1.764], [0.884, 2.554, 0.467], [0.923, -2.731, 0.200], [1.096, -1.835, -1.324], [2.379, 1.962, -1.439]]}